This record from the Open Molecules 2025 dataset describes a molecular structure, C20H20Cl2IN6OPt. The level of theory is wB97M-V/def2-TZVPD.

Each line ends with the Löwdin charge.
CARTESIAN COORDINATES (ANGSTROEM)
Pt: -0.2264 -0.3380 0.3083  1.2152
Cl: -4.9938 -5.0475 1.6343  1.0376
C: -4.0931 -3.8463 0.9422  -0.4989
C: -4.5618 -3.2673 -0.2519  -0.1187
C: -3.8751 -2.2600 -0.8811  -0.5998
I: -4.5088 -1.4151 -2.5953  1.3421
C: -2.6065 -1.7718 -0.2580  -0.2888
O: -1.9392 -0.8694 -0.7546  -0.0693
C: -2.1365 -2.3968 0.9869  -0.1349
N: -0.9841 -1.9095 1.4664  -0.0148
C: -0.4842 -2.4570 2.5816  -0.0156
C: -1.1281 -3.4935 3.2455  0.0603
C: -2.3250 -3.9892 2.7545  0.0695
C: -2.8457 -3.4261 1.5881  -0.1223
H: -5.4894 -3.6406 -0.6676  0.1291
H: 0.4518 -2.0541 2.9433  0.1310
H: -0.6859 -3.9055 4.1426  0.1484
H: -2.8359 -4.7953 3.2653  0.1323
Cl: 5.1491 -1.1917 1.4652  0.8157
C: 3.7061 -0.3892 1.8875  -0.6334
C: 3.6530 0.5051 2.9518  -0.0096
C: 2.4455 1.1182 3.2463  0.0088
C: 1.3327 0.8425 2.4767  -0.1181
N: 1.3989 -0.0144 1.4408  -0.1692
C: 2.5589 -0.6294 1.1500  -0.1437
H: 4.5426 0.7101 3.5336  0.1401
H: 2.3645 1.8178 4.0667  0.1385
H: 0.3780 1.3140 2.6642  0.1266
H: 2.5685 -1.3236 0.3214  0.1207
C: -0.9080 1.7555 -1.6768  -0.1704
N: -0.5474 2.7253 -2.6598  -0.0730
C: 0.2736 2.0938 -3.6996  -0.1214
N: 1.5038 1.5455 -3.1184  -0.0715
C: 1.1766 0.5499 -2.1472  -0.1576
N: 0.3289 1.1355 -1.0159  -0.2219
C: 1.1239 2.3102 -0.4315  -0.1604
N: 1.4476 3.2698 -1.4368  -0.0712
C: 0.2209 3.8066 -2.0329  -0.1196
C: 2.2560 2.6338 -2.4829  -0.1180
H: -1.4653 0.9453 -2.1448  0.1052
H: -1.5029 2.2117 -0.8832  0.1367
H: 0.5322 2.8365 -4.4512  0.1458
H: -0.2913 1.2938 -4.1805  0.1385
H: 2.0848 0.1422 -1.7011  0.1227
H: 0.5981 -0.2545 -2.6061  0.1314
H: 2.0402 1.9125 -0.0008  0.1179
H: 0.5053 2.7608 0.3471  0.1336
H: 0.4802 4.5466 -2.7870  0.1460
H: -0.3822 4.2896 -1.2632  0.1414
H: 3.1752 2.2383 -2.0477  0.1407
H: 2.5198 3.3746 -3.2347  0.1462

Calculated values
DFT total energy	-68417.1083	eV
charge	+3
relative energy (zero: lowest compared OMol25 entry of this formula, charge and spin)	0.0	kcal per mole
largest force on an atom	0.0046	hartree/bohr
gap between HOMO and LUMO	3.4	eV

This record from the Open Molecules 2025 dataset describes C20H20ClN3O4 in the gas phase. The level of theory is wB97M-V/def2-TZVPD.

Each line ends with the Löwdin charge.
CARTESIAN COORDINATES (ANGSTROEM)
C: 2.4685 -1.2170 0.1783  -0.0616
O: 1.9642 -0.1496 0.9477  -0.0967
C: 1.8216 1.0778 0.3550  -0.2199
C: 2.1131 1.3316 -0.9792  -0.0183
C: 1.9440 2.6009 -1.5018  -0.0701
C: 1.5063 3.6377 -0.7003  -0.0728
C: 1.2264 3.3935 0.6305  -0.0159
C: 1.3506 2.1183 1.1667  -0.0799
C: 1.0738 1.9656 2.6297  -0.3940
O: 1.7178 2.5770 3.4604  0.0875
N: 0.0157 1.1863 2.9983  0.0032
C: -0.2266 0.9851 4.4099  -0.1128
C: -1.7244 0.8733 4.6550  -0.1364
N: -2.2168 -0.2579 3.9014  0.0976
C: -1.7549 -0.5598 2.6842  -0.4448
O: -2.1639 -1.5109 2.0352  0.0503
C: -0.7513 0.3987 2.0588  -0.1687
C: -1.5673 1.2730 1.0674  0.0013
C: -1.3045 0.8764 -0.3839  -0.4503
O: -1.0683 1.6951 -1.2432  0.0822
N: -1.3674 -0.4689 -0.5668  0.1471
C: -0.9885 -1.2059 -1.6871  -0.2218
C: -0.4443 -0.6255 -2.8310  -0.0119
C: -0.0459 -1.4218 -3.8884  -0.0989
C: -0.1911 -2.7975 -3.8116  -0.6869
Cl: 0.3098 -3.7904 -5.1376  0.6574
C: -0.7339 -3.3881 -2.6806  -0.1066
C: -1.1278 -2.5929 -1.6233  -0.0164
H: 1.8116 -1.4514 -0.6666  0.0882
H: 2.5049 -2.0706 0.8536  0.0991
H: 3.4763 -1.0038 -0.1884  0.1004
H: 2.4623 0.5402 -1.6229  0.1076
H: 2.1617 2.7746 -2.5445  0.1102
H: 1.3811 4.6285 -1.1072  0.1058
H: 0.8949 4.1934 1.2761  0.1264
H: 0.2686 0.0665 4.7526  0.1423
H: 0.2087 1.8352 4.9397  0.1276
H: -2.2264 1.7937 4.3325  0.1291
H: -1.9270 0.7154 5.7147  0.1272
H: -2.9254 -0.8598 4.2945  0.1571
H: -0.0551 -0.2316 1.4929  0.1400
H: -1.2995 2.3230 1.1798  0.1248
H: -2.6395 1.1739 1.2594  0.1368
H: -1.6995 -1.0321 0.2192  0.1073
H: -0.3365 0.4450 -2.8843  0.1010
H: 0.3762 -0.9729 -4.7737  0.1056
H: -0.8444 -4.4598 -2.6298  0.1047
H: -1.5466 -3.0428 -0.7350  0.1172

Calculated values
DFT total energy	-46248.9205	eV
relative energy (zero: lowest compared OMol25 entry of this formula, charge and spin)	6.0	kcal per mole
largest force on an atom	0.0112	hartree/bohr
gap between HOMO and LUMO	8.8	eV
structure (SMILES)	COc1ccccc1C(=O)N1CCNC(=O)[C@H]1CC(=O)Nc1ccc(Cl)cc1

This record from the Open Molecules 2025 dataset describes a molecular structure, C20H20ClN4O4Ti in a non-equilibrium geometry. The level of theory is wB97M-V/def2-TZVPD.

Each line ends with the Mulliken spin population.
CARTESIAN COORDINATES (ANGSTROEM)
Ti: 0.4746 0.0263 0.1360  1.8476
Cl: 3.4921 -1.6412 -0.3714  -0.0022
O: 4.4755 -2.4150 0.3733  0.0008
O: 3.8270 -1.7813 -1.7460  0.0009
O: 2.2258 -2.2907 -0.1401  0.0035
O: 3.4038 -0.2341 -0.0846  0.0087
N: 0.5454 2.0849 -0.9743  -0.0097
C: 0.4285 3.1292 -0.1275  0.0283
C: 0.4199 4.4726 -0.4728  0.0021
C: 0.6778 4.7578 -1.7858  0.0057
C: 0.8969 3.7483 -2.7583  0.0017
C: 0.7671 2.4513 -2.3027  0.0403
H: 0.1578 3.0223 0.9126  -0.0112
H: 0.3029 5.2799 0.2350  0.0004
H: 0.5919 5.7853 -2.1075  0.0003
H: 1.1100 4.0242 -3.7805  0.0000
H: 0.8706 1.5798 -2.9322  -0.0030
N: -0.7673 -0.7062 -2.3224  -0.0237
C: -0.1198 -1.5843 -3.1428  0.0152
C: -0.4674 -1.6899 -4.4893  -0.0001
C: -1.5743 -0.9837 -4.9229  0.0006
C: -2.4053 -0.2542 -4.0557  0.0075
C: -1.9293 -0.1198 -2.7347  0.0176
H: 0.6505 -2.2528 -2.7877  -0.0002
H: 0.0038 -2.3807 -5.1728  0.0003
H: -1.8654 -1.0273 -5.9620  -0.0003
H: -3.2796 0.2555 -4.4328  0.0003
H: -2.4173 0.5433 -2.0358  0.0076
N: -1.4922 -1.4348 0.6699  -0.0387
C: -2.6191 -1.0167 1.2691  0.0190
C: -3.4530 -1.7716 2.0356  -0.0010
C: -3.1007 -3.0618 2.2923  0.0025
C: -2.0633 -3.6119 1.5482  0.0027
C: -1.3026 -2.7531 0.7838  0.0299
H: -2.9307 0.0171 1.2463  -0.0029
H: -4.3682 -1.4036 2.4754  0.0000
H: -3.7344 -3.7277 2.8593  0.0000
H: -1.7306 -4.6319 1.6723  -0.0001
H: -0.4034 -3.1296 0.3190  -0.0018
N: 1.0839 0.4279 2.2622  0.3102
C: 1.7812 1.4548 2.9038  0.5600
C: 2.0902 1.5508 4.2665  -0.0694
C: 1.7371 0.4403 5.0733  0.4740
C: 1.1704 -0.7116 4.4536  0.3086
C: 0.8552 -0.6455 3.0682  0.2949
H: 2.0708 2.2985 2.2949  0.0517
H: 2.6309 2.3811 4.6961  -0.0097
H: 1.9947 0.4565 6.1220  0.0295
H: 0.9205 -1.4917 5.1574  0.0103
H: 0.3668 -1.4349 2.5161  0.0913

Calculated values
DFT total energy	-70834.7826	eV
charge	+1
largest force on an atom	0.0898	hartree/bohr
spin multiplicity	5
gap between HOMO and LUMO (spin up / spin down)	6.4 / 4.7	eV

This record from the Open Molecules 2025 dataset describes C20H20F3N3O in the gas phase in a non-equilibrium geometry. The level of theory is wB97M-V/def2-TZVPD.

Each line ends with the Löwdin charge.
CARTESIAN COORDINATES (ANGSTROEM)
C: 1.8675 -0.3104 2.8511  -0.0200
C: 0.6680 -0.4334 1.9216  -0.1942
N: 0.9829 -0.7048 0.5467  0.1535
C: 0.0057 -0.8365 -0.3401  -0.2073
C: -0.0101 -1.1940 -1.7381  -0.0066
C: 1.3177 -1.5341 -2.4683  -0.2332
C: 1.2447 -2.7739 -3.3501  -0.1533
C: 1.7604 -2.3212 -4.7011  -0.1871
C: 2.6459 -1.0955 -4.4183  -0.1763
C: 1.8400 -0.3779 -3.3596  -0.1549
C: -1.3157 -1.1111 -2.2175  -0.0667
C: -1.8740 -1.2372 -3.5940  -0.4869
F: -2.2347 -2.5075 -3.9188  0.1469
F: -0.9804 -0.7698 -4.5094  0.1376
F: -2.9761 -0.4266 -3.7419  0.1228
N: -2.1502 -0.8770 -1.1466  0.1603
N: -1.3231 -0.6872 0.0124  0.0911
C: -1.7121 -0.2414 1.2548  -0.3363
O: -2.9118 0.0029 1.5071  0.0251
C: -0.6554 -0.1789 2.3065  -0.0543
C: -1.0424 0.1227 3.7522  -0.0872
C: -1.0449 1.6351 3.8955  -0.2140
C: -2.1321 2.3876 3.4971  -0.0545
C: -2.1862 3.7931 3.5236  -0.0574
C: -1.0398 4.5064 4.0156  -0.0830
C: 0.0964 3.7653 4.4056  -0.0785
C: 0.0876 2.3443 4.3187  -0.0376
H: 2.4648 0.5075 2.4964  0.0826
H: 1.5949 -0.1557 3.9000  0.0606
H: 2.4500 -1.2016 2.8360  0.0691
H: 2.1294 -1.7144 -1.7464  0.1402
H: 1.8558 -3.5892 -2.9396  0.1199
H: 0.2218 -3.1393 -3.4114  0.0991
H: 0.9248 -2.0249 -5.2927  0.0880
H: 2.3016 -3.1141 -5.2098  0.1093
H: 2.7490 -0.5442 -5.3337  0.1055
H: 3.5866 -1.4220 -4.0441  0.1035
H: 2.4281 0.3795 -2.7990  0.1264
H: 1.0294 0.1599 -3.8256  0.0962
H: -3.0395 -0.3788 -1.2670  0.1756
H: -2.0068 -0.2938 3.9882  0.1182
H: -0.4066 -0.2915 4.4840  0.0942
H: -3.0558 1.9225 3.1896  0.1022
H: -3.0615 4.3050 3.1559  0.0925
H: -1.0007 5.5930 3.9992  0.0904
H: 0.9506 4.2444 4.8942  0.0979
H: 0.9566 1.8186 4.6210  0.0806

Calculated values
DFT total energy	-35734.3831	eV
relative energy (zero: lowest compared OMol25 entry of this formula, charge and spin)	5.0	kcal per mole
largest force on an atom	0.0682	hartree/bohr
gap between HOMO and LUMO	8.2	eV
structure (SMILES)	Cc1nc2c(C3CCCC3)c(C(F)(F)F)[nH]n2c(=O)c1Cc1ccccc1

This record from the Open Molecules 2025 dataset describes C20H20FN3O3 in the gas phase. The level of theory is wB97M-V/def2-TZVPD.

Each line ends with the Löwdin charge.
CARTESIAN COORDINATES (ANGSTROEM)
O: 2.2196 0.3197 1.8451  0.0576
C: 1.9640 0.6327 0.6984  -0.4565
C: 0.7488 1.4792 0.3507  -0.0584
C: 0.0834 1.9907 1.6313  -0.1048
N: -1.2183 2.5369 1.3606  0.0413
C: -1.4665 3.8765 1.1607  -0.4791
O: -0.6665 4.7684 1.2124  0.1266
O: -2.7910 4.0347 0.8863  0.1626
C: -3.3713 2.7954 0.8952  -0.1791
C: -4.6839 2.4492 0.6639  0.0047
C: -4.9943 1.0965 0.7285  -0.0872
C: -4.0286 0.1409 1.0134  -0.0824
C: -2.7075 0.4920 1.2479  0.0022
C: -2.3937 1.8357 1.1851  -0.1417
N: 2.7507 0.2429 -0.3332  -0.0594
C: 2.4914 0.4372 -1.7416  -0.1060
C: 2.5711 -0.9364 -2.4620  -0.1273
N: 2.3791 -2.0037 -1.5038  -0.1077
C: 1.0943 -2.1860 -0.9857  -0.2261
C: 0.0134 -2.2753 -1.8718  -0.0126
C: -1.2695 -2.5127 -1.4233  -0.0046
C: -1.4878 -2.6771 -0.0684  -0.2969
F: -2.7437 -2.9140 0.3785  0.0431
C: -0.4468 -2.5999 0.8357  -0.0124
C: 0.8336 -2.3521 0.3781  -0.0164
C: 3.5302 -2.0575 -0.6261  -0.1298
C: 3.8637 -0.6486 -0.0709  -0.0970
H: 0.0351 0.8551 -0.1970  0.1249
H: 1.0354 2.3264 -0.2738  0.1310
H: 0.6896 2.7827 2.0762  0.1419
H: -0.0102 1.1719 2.3485  0.1332
H: -5.4278 3.1966 0.4440  0.1181
H: -6.0115 0.7837 0.5525  0.1017
H: -4.3066 -0.9005 1.0509  0.0964
H: -1.9587 -0.2509 1.4701  0.0975
H: 1.5018 0.8655 -1.8819  0.1093
H: 3.2327 1.1294 -2.1601  0.1271
H: 3.5558 -1.0765 -2.9147  0.1230
H: 1.8282 -0.9831 -3.2553  0.1072
H: 0.1772 -2.1800 -2.9335  0.1083
H: -2.0954 -2.5814 -2.1134  0.1196
H: -0.6369 -2.7264 1.8902  0.1237
H: 1.6184 -2.2636 1.1106  0.1056
H: 4.3722 -2.4296 -1.2199  0.1201
H: 3.3492 -2.7747 0.1711  0.1138
H: 4.0224 -0.6691 1.0071  0.1194
H: 4.7552 -0.2408 -0.5564  0.1255

Calculated values
DFT total energy	-34396.0884	eV
relative energy (zero: lowest compared OMol25 entry of this formula, charge and spin)	0.0	kcal per mole
largest force on an atom	0.0175	hartree/bohr
gap between HOMO and LUMO	8.7	eV
structure (SMILES)	O=C(CCn1c(=O)oc2ccccc21)N1CCN(c2ccc(F)cc2)CC1